# 1
2 unconnected molecules or ions with the total composition C4O4 in a non-equilibrium geometry, computed with wB97M-V/def2-TZVPD.

Geometry as XYZ:
```
8
Properties=species:S:1:pos:R:3:forces:R:3:nbo_charge:R:1
C 1.117 -0.380 -0.112 0.1217 -0.5963 -1.4031 -0.2434
C 1.107 0.886 1.992 0.0125 -1.1375 -1.3435 0.5399
C -1.774 0.704 0.105 -1.2416 -0.1173 -1.6179 1.0368
C 1.135 -1.197 -1.077 -1.2902 1.4997 0.2086 0.5671
O -2.408 0.509 -0.832 -0.4351 -0.3137 -0.7749 -0.4909
O 0.954 -1.681 -2.137 0.7241 -0.7139 0.4303 -0.5135
O 1.044 0.221 1.018 1.7961 0.6518 2.3410 -0.3430
O -1.175 0.939 1.043 0.3125 0.7272 2.1594 -0.5529
```
Positions in Å, forces in eV/Å.

Maximum force = 3.02 eV/Å
Net charge = 0
Relative energy (zero: lowest compared OMol25 entry of this formula, charge and spin) = 0.0 kcal per mole
LUMO = -0.0272 Eh


# 2
2 unconnected molecules or ions with the total composition C3H10N2 in a non-equilibrium geometry, computed with wB97M-V/def2-TZVPD.

Geometry as XYZ:
```
15
Properties=species:S:1:pos:R:3:forces:R:3:nbo_charge:R:1
C 4.744 2.964 2.752 -0.0347 -0.3751 -0.0367 -0.0310
C 3.888 2.142 2.058 -0.3375 -0.9488 -0.1045 -0.0308
H 4.365 3.479 3.634 0.2272 0.2907 -0.0874 0.2684
H 5.796 2.984 2.463 -0.0263 0.2727 0.2240 0.2643
H 2.816 2.293 1.946 -0.0006 0.3608 0.0700 0.2622
H 4.228 1.170 1.672 0.1715 0.3919 -0.0678 0.2669
N -3.153 -1.975 -0.377 0.0230 1.5790 -1.7893 -0.8209
C -2.279 -1.922 -1.630 -0.4576 -1.4962 1.0747 -0.0702
N -2.695 -1.267 -2.877 -2.0743 0.2228 1.4224 -0.8012
H -4.103 -2.262 -0.616 0.1179 -0.2680 -0.0377 0.3437
H -3.251 -0.963 -0.242 -0.3453 -0.2791 0.8091 0.3270
H -1.442 -1.370 -1.204 0.5996 -0.5391 -0.5859 0.1648
H -2.140 -2.994 -1.860 0.8449 0.6548 0.0401 0.1814
H -3.514 -1.800 -3.189 0.5343 -0.4242 -0.5270 0.3432
H -3.260 -0.479 -2.528 0.7580 0.5578 -0.4039 0.3322
```
Positions in Å, forces in eV/Å.

Maximum force = 2.52 eV/Å
Net charge = +1
Relative energy (zero: lowest compared OMol25 entry of this formula, charge and spin) = 78.8 kcal per mole
Multiplicity = 2
Expectation value of S² = 0.754
LUMO (alpha / beta) = -0.2537 / -0.3631 Eh


# 3
A molecular structure, C16H41CrN3O5 in a non-equilibrium geometry, computed with wB97M-V/def2-TZVPD.

Geometry as XYZ:
```
66
Properties=species:S:1:pos:R:3:forces:R:3:nbo_charge:R:1
Cr 0.101 -0.355 -0.692 -0.5448 -0.3937 0.6659 1.2920
C 2.235 -2.275 -2.725 0.7595 -0.1820 0.2048 -0.2549
O 1.590 -1.111 -2.175 -0.2612 0.2180 -1.5236 -0.5924
C 1.669 -0.043 -3.137 1.5432 1.7467 0.9415 -0.0904
C 1.437 1.333 -2.412 1.4192 -1.4202 -1.6076 -0.2352
N 0.090 1.429 -1.945 -1.4066 0.7363 0.3376 -0.6847
C -0.112 2.785 -1.379 2.0072 0.7183 0.0936 -0.2138
C -1.468 3.237 -1.011 -0.3354 -0.5639 -1.1151 -0.0732
O -1.943 2.198 -0.212 -0.1663 -0.3807 0.0624 -0.5593
C -3.072 2.532 0.541 -0.6350 1.0330 -0.3416 -0.2444
H 2.226 -3.114 -2.029 -0.4159 0.3031 0.0867 0.2095
H 3.286 -2.034 -2.887 0.0980 0.0869 -0.0315 0.2036
H 1.837 -2.583 -3.691 -0.3787 0.1364 0.0694 0.2029
H 1.126 -0.147 -4.076 -0.6929 -0.4270 0.3096 0.2072
H 2.710 0.046 -3.449 0.2204 -0.2365 -0.1581 0.2109
H 1.606 2.119 -3.149 0.4097 0.0903 -0.1691 0.2178
H 2.203 1.447 -1.645 -0.2235 -0.0098 0.1941 0.2027
H -0.368 1.548 -2.837 -1.0283 -0.8168 -0.1502 0.3800
H 0.284 3.387 -2.196 0.1632 0.9646 0.5322 0.2035
H 0.471 2.889 -0.464 0.5513 -0.1070 -0.2289 0.1996
H -1.990 3.390 -1.956 -0.9600 -0.2555 0.0279 0.1825
H -1.489 4.208 -0.517 0.3556 0.0015 0.2655 0.2125
H -2.853 3.459 1.070 -0.2044 -0.0731 0.5477 0.1930
H -3.323 1.714 1.216 -0.1389 0.2264 -0.0724 0.1747
H -3.899 2.753 -0.134 -0.3515 -0.1870 0.1157 0.1983
C -0.210 2.804 3.894 0.4211 0.8017 -0.4310 -0.2591
O -0.186 1.549 3.216 -0.7418 0.5976 -0.1163 -0.5675
C -1.398 0.782 3.190 0.5671 0.2726 -0.0690 -0.0740
C -1.140 -0.343 2.246 2.5434 -0.9334 0.9329 -0.2647
N -1.474 -0.295 0.794 -0.2024 0.2344 3.3119 -0.7177
C -2.435 -1.344 0.606 0.3831 -0.2118 -2.8972 -0.2208
C -2.596 -1.337 -0.919 -2.1335 -2.3143 -0.2292 -0.0838
O -1.355 -1.635 -1.626 -0.5372 1.1686 2.1094 -0.6143
C -1.400 -2.385 -2.827 0.6440 0.7276 -1.1451 -0.2324
H -0.339 2.816 4.976 -0.1491 -0.7248 0.0440 0.2011
H -0.930 3.506 3.474 -0.3754 -0.2145 -0.1452 0.1751
H 0.757 3.264 3.693 0.1063 -0.1444 0.0910 0.1971
H -2.316 1.254 2.841 0.1246 0.9401 0.5441 0.1759
H -1.526 0.357 4.185 -0.3795 0.1615 0.0681 0.2054
H -1.444 -1.213 2.828 -0.7978 -0.5469 -1.0303 0.2310
H -0.058 -0.458 2.306 0.0597 -0.1789 0.0523 0.2067
H -1.988 0.568 0.688 0.3448 0.1516 -0.4836 0.4147
H -3.380 -1.111 1.097 -0.1181 -0.4640 0.0184 0.2240
H -2.003 -2.311 0.864 -0.2167 0.0935 0.4357 0.2144
H -3.198 -0.491 -1.249 0.8915 0.6667 -0.4147 0.2065
H -3.279 -2.159 -1.131 0.0065 -0.2881 -0.2611 0.2108
H -0.458 -2.927 -2.916 -0.1830 -0.2559 0.2816 0.2023
H -1.366 -1.645 -3.627 -0.3721 -0.2048 -0.3794 0.1900
H -2.256 -3.047 -2.958 -0.0101 0.1314 0.4604 0.2264
C 3.364 -0.064 2.166 0.4080 -1.5370 0.1273 -0.6373
C 2.485 -0.483 0.962 1.0866 -0.6015 1.3000 -0.0709
C 1.954 -1.954 1.136 0.2030 0.6972 -0.4872 -0.0631
O 0.924 -2.229 0.171 -0.0386 -1.7968 0.9408 -0.6116
C 0.554 -3.674 0.112 -0.3674 1.0488 -0.9591 -0.2534
N 1.458 0.546 0.753 0.0828 0.0869 -0.7368 -0.9031
H 3.080 -0.581 3.083 -0.4615 0.2908 0.1600 0.2302
H 3.433 1.007 2.359 -0.0793 -0.0454 -0.2582 0.2300
H 4.359 -0.476 1.997 0.2355 0.3786 -0.0414 0.2407
H 3.185 -0.457 0.126 -0.5011 -0.1479 -0.4567 0.2093
H 1.580 -2.166 2.137 -0.0769 0.2487 0.1440 0.1983
H 2.778 -2.640 0.945 0.2331 0.0634 0.0959 0.2103
H -0.299 -3.688 -0.566 0.0645 -0.0167 0.0221 0.1996
H 0.225 -4.162 1.030 0.3124 0.6313 0.4436 0.2162
H 1.339 -4.273 -0.350 0.2777 0.2282 0.1982 0.2037
H 2.010 1.362 0.531 0.1992 0.3263 -1.0810 0.3858
H 1.197 0.920 1.654 -1.2376 -0.5289 0.7842 0.4258
```
Positions in Å, forces in eV/Å.

Maximum force = 3.33 eV/Å
Net charge = +2
Multiplicity = 5
Expectation value of S² = 6.008
LUMO (alpha / beta) = -0.1683 / -0.1682 Eh


# 4
13 unconnected molecules or ions with the total composition C5H35NO12 in a non-equilibrium geometry, computed with wB97M-V/def2-TZVPD.

Geometry as XYZ:
```
53
Properties=species:S:1:pos:R:3:forces:R:3:nbo_charge:R:1
C 1.969 -2.230 -1.761 -1.3516 0.3971 -0.9319 -0.6117
C 1.688 -0.721 -1.869 0.8666 -0.2958 0.1565 -0.3944
C 2.024 -0.001 -0.551 -1.5486 -0.9813 0.7460 -0.4264
C 1.088 1.109 -0.186 0.9923 2.6406 -0.6261 -0.3121
C 1.315 2.403 -0.501 -0.5561 -0.5574 0.1464 0.0104
N 0.392 3.413 -0.185 -0.3142 -0.0574 0.4226 -0.8792
H 1.343 -2.723 -1.019 0.1747 0.0986 0.3547 0.2069
H 3.020 -2.447 -1.597 0.1287 -0.0906 0.0084 0.1866
H 1.620 -2.632 -2.718 0.5011 -0.3872 0.0571 0.2208
H 2.323 -0.380 -2.701 -0.1504 0.3511 0.2813 0.1941
H 0.671 -0.488 -2.176 -0.1991 -0.2983 0.1158 0.2115
H 1.814 -0.704 0.271 0.5560 -0.2966 -0.3350 0.2105
H 3.085 0.218 -0.520 0.0404 0.7047 0.0529 0.1809
H 0.159 1.038 0.370 -0.0485 -1.1355 -0.0937 0.2033
H 2.226 2.738 -0.983 0.0286 -0.0207 -0.1036 0.1824
H -0.574 3.061 -0.089 0.5746 -0.0556 -0.1620 0.4086
H 0.380 4.203 -0.806 0.2986 0.1340 -0.0773 0.3741
H 0.031 -2.648 2.675 -0.7555 -0.3967 -0.1022 0.4722
H 1.077 -1.879 2.082 -0.1198 0.2309 -0.6825 0.5058
O 0.175 -2.211 1.828 0.9439 0.2339 0.7591 -0.9966
H -1.379 -2.514 -0.092 -0.2563 -0.2043 0.1157 0.4822
H -2.617 -1.629 -0.020 -0.1283 -0.7178 -0.4128 0.5023
O -2.283 -2.466 -0.452 0.7074 0.5981 0.1897 -1.0054
H -3.965 -0.266 1.262 0.5070 -0.0601 -0.3507 0.4895
H -2.411 -0.333 1.495 -0.3957 0.4869 -0.0289 0.5174
O -3.118 -0.285 0.781 -0.3362 0.0633 0.3249 -1.0117
H -2.402 1.269 -3.344 -0.4726 -0.0523 0.1448 0.5139
H -3.464 2.399 -3.343 -0.3057 -0.0882 -0.2568 0.4775
O -2.642 2.125 -2.946 0.6415 0.3601 0.0410 -0.9916
H 2.291 -0.319 3.329 -0.0965 0.0816 -0.0580 0.5068
H 3.282 -0.989 2.314 -0.5094 0.0089 0.2863 0.5034
O 2.511 -1.159 2.901 0.3429 -0.0649 -0.1945 -1.0101
H -1.790 3.120 3.104 0.4332 -0.0204 -0.2870 0.4991
H -0.606 2.980 2.091 -0.0277 0.3070 -0.5131 0.5097
O -0.933 2.693 2.947 -0.6023 0.1917 0.6713 -0.9758
H 0.715 2.026 3.750 0.1606 0.0126 -0.2602 0.5045
H 1.826 1.917 2.661 -0.1104 0.2430 -0.1925 0.4847
O 1.431 1.471 3.413 0.2444 -0.4102 0.3893 -0.9866
H -2.283 2.557 -1.175 -0.2550 -0.5952 -0.1899 0.5105
H -2.517 1.370 -0.163 -0.0480 0.2690 -0.0985 0.5081
O -2.197 2.285 -0.248 -0.0266 0.1861 0.5779 -1.0152
H -1.273 0.979 2.847 0.0086 -0.2111 -0.1285 0.5035
H -0.561 -0.368 2.516 -0.3984 -0.0444 0.0795 0.5069
O -1.435 0.025 2.706 0.5756 -0.1640 0.1334 -0.9882
H -1.627 -2.687 -2.189 -0.4255 -0.7209 -0.7633 0.5124
H -1.732 -3.760 -3.397 -0.1337 -0.2914 0.3842 0.4843
O -1.580 -2.847 -3.168 0.5797 0.8780 0.3943 -1.0050
H -3.038 -0.697 -2.415 -0.3022 0.1415 0.0780 0.4740
H -2.391 -1.242 -3.625 -0.2237 -0.2015 -0.2646 0.5043
O -3.033 -0.557 -3.370 0.4478 0.0635 0.1128 -0.9774
H 4.261 -0.983 0.116 0.0562 -0.1170 0.4263 0.4849
H 4.602 -2.098 1.118 0.0939 0.1621 -0.0750 0.4831
O 4.533 -1.137 1.035 0.1938 -0.3078 -0.2615 -0.9435
```
Positions in Å, forces in eV/Å.

Maximum force = 2.89 eV/Å
Net charge = 0
Relative energy (zero: lowest compared OMol25 entry of this formula, charge and spin) = 28.3 kcal per mole
LUMO = 0.0135 Eh